# C17H23N3O3

An isolated molecule of C17H23N3O3 in a non-equilibrium geometry (ωB97M-V/def2-TZVPD, the OMol25 dataset).

Results
Structure (SMILES): COCC1CCN(Cc2nc(-c3ccc(OC)cc3)no2)CC1
HOMO: -8.326 eV
Strongest force on any atom: 1.20 eV/Å
HOMO-LUMO gap: 0.3382 Ha
Energy above the lowest of the compared OMol25 structures with the same formula, charge and spin: 93.2 kcal per mole

XYZ file:
```
46
Properties=species:S:1:pos:R:3:forces:R:3:lowdin_charge:R:1
O 6.914810 -1.630871 0.218901 -0.315 -0.094 0.003 -0.0813
C -1.637272 0.277663 1.305592 0.106 -0.340 0.043 -0.1768
N -1.824766 1.588296 0.708471 0.140 0.222 -0.053 -0.1565
H -4.894264 -2.323134 0.801875 -0.028 0.056 -0.035 0.1282
H -3.379910 2.146605 1.926502 -0.054 0.067 -0.013 0.1230
H -5.231330 1.424776 0.453203 -0.074 0.032 -0.065 0.1192
N 2.144149 2.602329 -0.700830 1.173 -0.206 0.092 0.1323
C 4.679039 1.230905 -0.360256 -0.351 -0.181 0.018 -0.0153
H 4.696322 2.294221 -0.540611 0.057 0.112 -0.016 0.1138
C 8.191381 -1.039722 0.172094 0.209 0.108 -0.010 -0.0883
C 3.416866 -0.796053 -0.066404 0.046 0.236 -0.040 -0.0173
H -5.293511 -2.414202 -2.756203 -0.073 -0.068 -0.008 0.0889
H -0.605925 -0.032733 1.130766 -0.092 -0.013 0.170 0.1013
H -4.294792 -0.249009 1.993085 -0.023 -0.017 0.001 0.1482
C -5.014479 -1.345389 0.307447 0.000 0.096 0.325 -0.2157
C 2.218308 1.314203 -0.474747 -0.845 0.841 -0.160 -0.2988
H -5.467765 -3.400776 -1.279434 -0.012 0.021 -0.035 0.0891
H -2.444631 -1.718632 1.320010 0.040 -0.093 -0.030 0.1203
H -4.083012 0.945119 -0.801113 -0.057 0.031 -0.077 0.1146
H -3.303552 3.008812 0.383805 -0.002 0.018 0.078 0.1182
H 8.897498 -1.851343 0.340365 -0.015 0.096 -0.017 0.0929
H -6.638957 -2.102968 -1.625752 0.027 -0.024 -0.024 0.0889
H 6.794689 1.059218 -0.244662 0.091 0.014 0.002 0.1026
C -4.223012 1.046107 0.275687 0.170 0.011 0.306 -0.1387
C 5.822165 -0.844300 0.040123 -0.242 0.013 -0.013 -0.2737
O 0.814472 2.871756 -0.798728 -0.853 -0.115 -0.008 0.0487
H -1.784927 0.396812 2.383690 0.049 -0.054 0.022 0.1247
H 8.314122 -0.285670 0.956001 -0.010 -0.020 -0.040 0.0958
C -4.053736 -0.327847 0.926079 -0.128 -0.266 -0.527 -0.3021
C 0.169338 1.713468 -0.623311 0.474 -0.257 -0.046 -0.3085
C -5.584283 -2.396699 -1.707665 -0.080 -0.079 -0.035 -0.1129
H -1.635962 0.856945 -1.301055 0.037 0.148 -0.036 0.1315
C -1.317328 1.686985 -0.651800 -0.085 0.042 0.059 -0.0981
H 8.388670 -0.585838 -0.804252 -0.014 -0.005 0.044 0.0958
N 0.981930 0.723892 -0.424958 -0.399 -0.123 -0.103 0.2037
H -1.657551 2.631167 -1.082517 -0.046 -0.113 -0.030 0.1347
H 4.582006 -2.561040 0.281760 -0.010 -0.122 0.020 0.1179
C -3.198658 2.027750 0.853146 -0.252 0.068 -0.133 -0.1846
H -6.056437 -1.017443 0.456539 0.060 -0.044 -0.010 0.1280
O -4.746947 -1.471253 -1.071224 0.193 0.202 0.101 -0.1959
H 2.461578 -1.294822 -0.021246 -0.071 -0.074 0.008 0.1097
H -2.406488 -0.981077 -0.281053 0.031 -0.087 -0.041 0.1115
C 5.856743 0.529187 -0.192612 0.355 -0.152 0.039 -0.0137
C -2.602756 -0.787296 0.773815 -0.045 0.282 0.203 -0.1345
C 4.587431 -1.497764 0.100957 0.300 -0.026 0.019 0.0031
C 3.450734 0.579669 -0.299480 0.618 -0.146 0.052 -0.1742
```
Positions in Å, forces in eV/Å.


# C17H23N6O3PS

A cluster of 3 separate species, C17H23N6O3PS in total in a non-equilibrium geometry (ωB97M-V/def2-TZVPD, the OMol25 dataset).

Results
HOMO: -8.300 eV
Strongest force on any atom: 2.65 eV/Å
HOMO-LUMO gap: 0.2962 Ha

XYZ file:
```
51
Properties=species:S:1:pos:R:3:forces:R:3:lowdin_charge:R:1
H 0.626493 -0.622316 7.627511 0.005 0.001 -0.013 0.1091
H 7.219274 1.492913 -5.260950 0.013 0.052 0.041 0.0973
C -5.451808 0.009977 1.314264 0.027 -0.651 -1.146 -0.0484
N -0.761801 -0.602411 -0.219014 -1.091 -0.547 0.388 0.0066
N -0.788970 0.194537 4.122404 0.148 -0.234 -0.058 0.0364
H 4.129905 2.610200 -2.503477 -0.017 -0.060 0.039 0.1045
H 2.834321 0.639059 -3.310574 0.033 -0.043 0.038 0.0490
C 1.021365 0.613063 -0.195053 0.768 0.686 -0.098 -0.1505
H -6.156846 -1.921191 0.619948 0.176 0.017 -0.178 0.1151
O -4.147996 -1.871721 0.445270 -0.016 0.369 -0.645 -0.1627
H -6.246963 -0.173543 2.037309 0.116 0.337 -0.009 0.0713
C 4.372232 0.060541 -4.697157 0.165 -0.033 -0.068 -0.1792
H -1.249286 -0.280546 -5.022539 -0.219 0.193 0.575 -0.0224
H -5.638172 -0.906690 -0.716861 0.350 -0.027 0.054 0.1152
H -2.069972 -0.920968 1.341730 0.077 -0.038 -0.172 0.1274
N 0.741691 0.402572 -1.480513 -0.486 -0.405 0.049 0.2063
C 5.781075 2.204123 -3.822762 -0.022 -0.070 -0.061 -0.0761
N 5.570534 0.278335 -5.240754 -0.032 0.140 0.122 0.0460
C -0.534097 1.155043 5.012303 -0.087 0.131 -0.224 -0.1450
C 6.249128 1.338431 -4.800177 0.022 -0.089 -0.082 -0.1672
O 2.853224 0.792318 1.260504 -1.204 -0.891 -0.306 -0.0210
H -0.752321 2.164126 4.682534 0.053 0.024 0.048 0.1069
C -5.399381 -1.192157 0.314176 -0.460 -0.048 1.334 -0.2433
H -3.420950 -0.334297 -0.771398 0.244 -0.048 0.178 0.1375
H 0.163986 1.735033 6.956925 -0.005 0.020 -0.032 0.1057
C -0.354735 -0.369190 -1.461929 0.543 0.251 0.068 -0.3913
O 2.417890 2.539892 -0.020557 -1.103 -0.014 -1.020 -0.0010
N 0.130512 0.029811 0.584540 0.280 0.111 0.240 0.1981
H 3.844834 -0.808449 -5.068640 -0.046 0.023 0.026 0.0395
H -1.495926 -2.395340 0.565126 -0.254 0.029 -0.179 0.1449
C -3.160470 -1.342728 -0.424097 -0.188 -0.836 0.066 -0.2102
C 2.197795 1.397843 0.384938 2.155 0.806 1.311 -0.6926
H -5.621517 0.924501 0.740477 -0.039 0.108 0.476 0.0707
C 3.811201 0.866008 -3.716555 0.018 0.001 -0.072 -0.0819
H 0.094239 0.016732 1.598868 -0.081 -0.041 0.046 0.1683
H 6.378935 3.046598 -3.502297 0.015 -0.011 -0.010 0.0983
H 0.320551 0.965753 -3.919974 -0.813 -0.057 0.262 -0.0046
H -4.486627 0.045032 1.824727 -0.207 0.197 0.055 0.0719
H 0.157312 -2.443460 5.988447 0.001 -0.001 -0.034 0.1045
C 0.229908 -0.394207 6.646502 0.030 -0.002 0.089 -0.0692
C -0.532769 -1.061611 4.497889 -0.064 0.106 -0.143 -0.1630
S 1.223431 -1.518141 -4.654461 -0.358 -0.114 -0.079 0.1962
C -1.854841 -1.379781 0.368954 0.111 0.253 0.260 -0.0487
C -0.028848 -1.407989 5.739509 -0.013 -0.006 0.006 -0.0668
H -3.139877 -2.028904 -1.288190 0.216 0.339 -0.035 0.1203
C -0.025875 0.915582 6.278123 -0.031 -0.071 0.001 -0.0616
N -0.923548 -0.828426 -2.596355 -0.172 0.975 -1.247 -0.0962
C 4.533516 1.959913 -3.270808 -0.044 0.161 0.120 -0.0670
H -0.745836 -1.823740 3.754761 0.022 -0.076 0.072 0.0943
P -0.187929 -0.337450 -4.095172 1.432 -0.880 -0.431 0.3393
H -1.725992 -1.432679 -2.647474 0.033 -0.035 0.378 0.0893
```
Positions in Å, forces in eV/Å.


# C17H24BaN4O5

A structure of composition C17H24BaN4O5 in a non-equilibrium geometry (ωB97M-V/def2-TZVPD, the OMol25 dataset).

Results
HOMO: -5.176 eV
Strongest force on any atom: 4.96 eV/Å
HOMO-LUMO gap: 0.1524 Ha
Energy above the lowest of the compared OMol25 structures with the same formula, charge and spin: 1.8 kcal per mole

XYZ file:
```
51
Properties=species:S:1:pos:R:3:forces:R:3:lowdin_charge:R:1
H 2.022660 0.301259 -1.377424 -0.114 -0.030 0.279 -0.0083
H -0.514028 -3.229533 -0.606022 -0.274 0.561 -0.004 0.0676
C -0.658421 1.537135 5.416667 0.911 -0.610 0.563 -0.0222
C 0.653066 -1.907326 -3.448204 0.967 1.118 3.521 -0.3192
C -2.484384 2.719669 4.202280 -0.017 -0.140 -0.398 0.0011
H -0.197341 -1.848065 -6.172638 -0.141 -0.037 0.116 0.0828
C 1.726622 -2.727088 -4.070123 0.322 -0.002 -0.279 -0.0538
C -2.772460 2.218729 1.870879 0.939 -0.634 0.413 -0.1139
H 1.714139 2.964250 -2.147915 0.233 0.008 0.040 0.0317
C 0.075658 0.194951 3.019228 0.573 -0.305 0.539 -0.1461
H -2.890392 0.475510 -2.706227 0.233 -0.771 -1.051 -0.0102
C -0.952958 -2.140824 -5.429874 -0.153 0.064 -0.381 -0.0506
H 3.236269 3.676800 -2.544299 0.238 0.359 -0.230 0.0142
H -1.007506 -3.238513 -5.448323 -0.003 0.159 0.009 0.0777
H -2.754075 3.241138 5.119478 -0.014 -0.065 -0.219 0.1221
O -2.508397 -0.435975 -3.855824 -1.604 0.791 0.297 -0.2676
H -3.596465 1.628821 -1.800151 0.387 -0.441 -0.148 0.0522
H 2.260264 -3.314880 -3.312281 -0.034 0.283 -0.104 0.0722
H 2.367701 -1.196912 5.148821 -0.062 -0.023 -0.216 0.1211
Ba -1.116296 0.032132 -0.601026 2.831 -1.033 -0.317 2.0015
N 0.810301 -1.255458 -2.267611 -0.182 -1.143 -2.734 -0.2272
N 0.437828 -0.414436 1.869994 0.341 -0.537 0.133 0.0189
C -1.406339 1.811726 4.234248 0.219 -0.490 -1.106 -0.1466
C -1.049731 1.139048 3.015920 -0.346 0.476 0.470 -0.1416
C 1.441568 -1.308748 1.875749 -0.756 0.688 0.118 -0.1039
N -1.414629 -0.887787 -3.302971 1.682 -1.449 -2.041 -0.1967
C 1.829647 -0.996957 4.223089 -0.054 -0.058 -0.324 -0.0014
H 2.139382 1.257834 -0.110329 -0.128 -0.143 -0.496 0.0432
O 2.039042 -1.136393 -1.820259 1.080 -0.587 0.790 -0.2853
O 1.866054 1.273708 -1.045986 -2.176 -3.461 2.800 -0.2641
N -1.735908 1.356795 1.868649 -0.759 0.655 0.286 -0.0184
C 0.380875 0.636190 5.424456 -0.785 0.813 0.505 -0.0185
H -1.922159 -1.736774 -5.735860 0.189 -0.047 0.112 0.0649
O -2.889329 0.961486 -1.771544 -2.263 1.621 -0.577 -0.4673
H 3.170812 1.948914 -2.528202 -0.066 0.068 0.079 0.0421
H 3.135981 2.922671 -0.999231 -0.057 0.017 -0.073 0.0292
H 0.939221 0.440379 6.342600 -0.225 0.114 -0.214 0.1192
H 2.463674 -2.095384 -4.590329 -0.048 -0.183 0.178 0.0867
H -0.937885 2.068555 6.329124 0.142 -0.200 -0.220 0.1182
C -0.602157 -1.648051 -4.072301 -2.813 1.537 1.901 -0.3170
H -1.369264 -3.117167 0.679490 0.125 0.223 -0.420 0.0603
C -3.174297 2.924179 3.017886 0.243 -0.163 0.095 -0.0390
C 2.158886 -1.631123 3.036866 -0.102 0.203 0.280 -0.0312
H 1.678030 -1.779588 0.917099 -0.041 0.260 0.147 0.1103
H 1.302906 -3.418713 -4.808922 0.075 0.165 0.131 0.0653
H -4.013177 3.610265 2.948349 0.152 -0.095 0.102 0.1098
H -3.301892 2.350243 0.920901 0.227 -0.062 0.331 0.1078
H 2.960278 -2.362822 2.975343 -0.133 0.168 0.091 0.1129
C 2.782469 2.823176 -2.019155 1.654 3.146 -2.094 -0.1224
O -1.096401 -2.621397 -0.111661 0.100 -1.003 0.457 -0.2112
C 0.772562 -0.065641 4.247565 -0.513 0.214 -1.135 -0.1490
```
Positions in Å, forces in eV/Å.


# C17H24BrF5INO4TeTi

A structure of composition C17H24BrF5INO4TeTi in a non-equilibrium geometry (ωB97M-V/def2-TZVPD, the OMol25 dataset).

Results
Net charge: +2
HOMO (alpha / beta): -15.086 / -15.086 eV
Strongest force on any atom: 8.56 eV/Å
HOMO-LUMO gap (alpha / beta): 0.1377 / 0.1378 Ha
Energy above the lowest of the compared OMol25 structures with the same formula, charge and spin: 95.2 kcal per mole

XYZ file:
```
55
Properties=species:S:1:pos:R:3:forces:R:3:lowdin_charge:R:1
C -10.959212 -5.833829 9.380056 -7.782 1.400 -3.288 0.0942
H -3.719182 -3.039049 10.408416 -0.208 0.210 -0.093 0.0981
H -9.707017 -11.486953 10.174788 0.101 -0.489 -0.444 0.0704
C -4.676519 -5.431284 13.233101 1.052 -0.086 2.333 -0.0070
C -4.913804 -4.633080 12.130026 -1.153 0.766 -3.413 0.0871
H -3.571047 -6.951335 15.256262 0.166 -0.652 -0.462 0.0758
H -5.311163 -2.386984 10.980617 0.221 -0.050 -0.412 0.1006
H -4.813324 -2.146465 9.288000 0.188 -0.495 0.502 0.1168
C -6.242784 -6.307657 10.991100 -2.887 -4.148 -4.999 -0.1789
Ti -8.938185 -6.664665 9.781588 -0.396 0.243 -1.842 0.9286
C -6.867782 -3.768235 9.186305 -2.620 -1.124 2.231 -0.0273
N -10.119187 -9.331162 8.357451 -0.215 -1.904 1.588 0.2332
H -7.523133 -4.538669 8.700461 1.166 0.346 0.000 0.0739
Te -10.843040 -4.189132 15.136385 -3.593 1.747 3.197 1.9941
C -9.939883 -9.471879 9.683602 0.362 2.618 -1.059 -0.5012
H -1.672030 -5.417139 14.065710 0.224 -0.305 -0.386 0.0882
H -3.781045 -4.691203 8.538916 1.383 0.436 -0.056 0.0740
H -4.016918 -2.684179 14.376970 0.184 -0.151 -0.034 0.0907
C -5.345054 -6.670266 13.244380 -1.328 -3.159 0.183 -0.0098
O -6.972231 -6.834723 9.994302 3.942 2.813 4.193 -0.0826
H -5.217512 -4.677208 7.567321 0.023 -0.022 0.707 0.1177
H -4.622999 -5.887631 16.194790 0.557 -0.089 -0.399 0.1143
H -6.865120 -2.903671 8.571088 0.537 0.598 -0.752 0.0914
F -11.262047 -5.705502 16.334478 0.612 0.841 -1.630 -0.5383
H -10.590755 -10.083670 7.850855 0.245 0.333 0.135 0.1325
O -9.434401 -8.450795 10.323375 -0.575 -1.541 -0.705 -0.1819
C -4.403642 -3.570206 14.877024 -2.146 0.040 1.043 -0.0236
F -11.068192 -2.233210 14.816107 0.266 -2.120 -0.651 -0.5388
I -12.364991 -11.178976 10.212681 0.118 0.036 -0.006 0.9462
C -5.483836 -4.195543 9.723659 -0.359 1.059 -0.788 -0.4858
C -10.314103 -10.649700 10.470407 -0.047 -0.304 0.950 -0.5686
F -8.885990 -6.402591 7.733958 -0.017 -0.350 2.592 -0.4786
C -4.803064 -4.948820 8.557367 0.025 -0.740 -0.713 0.0085
H -2.238808 -4.059293 12.985258 -0.147 -0.683 0.417 0.0968
C -3.703619 -5.938307 15.567079 -1.338 0.856 0.335 -0.0393
O -9.158774 -5.830128 11.126938 0.468 0.603 0.437 -0.3424
H -5.517347 -3.600620 14.669296 0.988 0.244 0.445 0.1078
H -7.493970 -3.478843 10.068509 0.377 0.109 -0.489 0.1071
H -4.776007 -6.056934 8.593271 -0.499 0.556 0.259 0.1019
H -2.869286 -5.713586 16.201313 0.401 0.294 0.389 0.0952
H -10.092814 -10.501012 11.544996 -0.383 0.267 -0.708 0.0795
H -4.314055 -3.438600 16.009824 0.111 -0.283 -1.576 0.1378
C -2.309512 -4.551739 13.981939 0.050 0.915 -0.466 -0.0104
H -5.347269 -7.390292 14.092858 0.416 0.997 -0.473 0.1322
H -4.526447 -3.622399 12.202920 0.006 -0.366 -0.312 0.1076
C -6.045626 -7.156118 12.156631 0.285 -0.683 2.624 -0.4816
F -12.689553 -4.414035 14.580929 2.306 0.398 0.443 -0.4643
F -10.887324 -3.384342 16.878635 0.397 -0.872 -1.391 -0.4558
Br -6.864796 -8.855833 12.246677 0.645 1.122 -0.108 1.0201
C -4.767710 -2.852869 10.142361 -0.388 -0.357 -1.147 -0.0232
C -3.767543 -4.906565 14.425912 0.025 -0.595 -0.903 -0.4783
C -5.562644 -5.065891 10.924986 2.110 3.182 2.406 -0.0125
O -12.045605 -5.546941 9.009899 6.733 -1.503 2.543 0.1832
H -1.871768 -3.771885 14.642792 -0.597 -0.618 0.012 0.1148
H -9.560613 -8.686217 7.827210 -0.011 0.657 -0.261 0.1100
```
Positions in Å, forces in eV/Å.


The records above yield DFT total energy values of -28613.5097 -53207.1324 -34907.6510 -149821.1859 eV, respectively.